183
Properties=species:S:1:pos:R:3:forces:R:3:mulliken_charge:R:1 method="wB97M-V/def2-TZVPD" smiles=CC1(C)CCCC(C)(C)N1O.CC1(C)CCCC(C)(C)N1O.COC[C@H](C)N.COC[C@H](C)N.COC[C@H](C)N.COCCNCCOC.COCCNCCOC.COCCNCCOC e_tot_ha=-3163.8708 charge=0 homo_ev=-8.3045 homo_lumo_gap_ev=8.88 relative_energy_kcal_mol=0.00
C -0.511 6.957 2.419 -0.50 0.78 0.59 -1.94
C 0.012 5.674 3.008 -0.05 -0.54 -0.10 2.06
C -0.648 5.410 4.331 -0.49 0.42 1.02 -1.82
C -0.343 4.578 2.027 0.53 -0.68 -1.13 -1.94
C 0.290 3.216 2.362 -1.26 0.97 -0.25 0.65
C 1.777 3.386 2.460 0.57 -1.12 0.09 0.60
C 2.261 4.535 3.358 0.28 -0.66 -1.10 1.83
C 2.273 4.010 4.763 -0.86 0.48 1.21 -1.50
C 3.690 4.832 2.920 0.36 0.49 0.24 -1.83
N 1.462 5.716 3.071 0.83 1.51 -0.18 0.20
O 1.878 6.820 3.945 -0.31 -0.91 -0.21 -0.53
H -0.034 7.821 2.882 0.03 0.00 -0.14 0.42
H -0.409 6.989 1.342 0.17 0.09 -0.20 0.41
H -1.575 7.035 2.676 0.08 0.03 -0.28 0.37
H -0.396 4.443 4.749 -0.02 -0.15 0.01 0.31
H -0.354 6.168 5.066 -0.06 -0.08 -0.10 0.37
H -1.736 5.467 4.212 0.12 -0.09 0.10 0.43
H -1.427 4.519 1.890 0.04 -0.02 0.20 0.46
H 0.075 4.903 1.059 -0.17 -0.15 0.11 0.43
H -0.201 2.873 3.277 0.37 -0.29 0.05 0.08
H 0.041 2.509 1.567 -0.02 -0.10 0.13 -0.54
H 2.230 3.426 1.462 -0.23 0.41 0.00 0.12
H 2.187 2.452 2.883 0.09 0.28 -0.01 -0.90
H 3.116 3.341 4.883 0.12 -0.02 0.26 0.34
H 1.359 3.455 4.994 0.17 -0.14 -0.08 0.17
H 2.281 4.839 5.481 0.42 -0.18 -0.02 0.36
H 3.704 5.105 1.865 0.02 0.06 -0.04 0.44
H 4.337 3.967 3.066 -0.07 -0.08 -0.06 0.08
H 4.106 5.661 3.503 -0.02 -0.13 -0.07 0.53
H 2.353 7.426 3.363 -0.13 -0.26 -0.09 0.34
C 5.131 -3.679 0.913 0.68 -0.02 0.66 -1.89
C 3.822 -4.426 0.745 -0.26 0.63 -0.77 1.71
C 3.420 -4.343 -0.742 0.00 -0.67 0.28 -1.08
C 4.062 -5.871 1.135 -0.47 -0.27 0.96 -1.44
C 2.762 -6.671 1.219 -0.18 -0.05 -0.44 -0.66
C 1.823 -5.997 2.240 0.96 -0.74 -0.29 -1.34
C 1.613 -4.496 2.010 -1.72 -0.83 0.01 1.71
C 0.481 -4.329 0.963 0.19 0.68 -0.66 -1.41
C 1.132 -3.933 3.354 -0.11 -0.24 0.30 -1.96
N 2.825 -3.846 1.660 1.41 0.05 0.62 0.26
O 2.544 -2.482 1.415 0.87 0.60 0.38 1.30
H 5.109 -2.657 0.543 -0.11 0.06 -0.11 -0.14
H 5.423 -3.648 1.976 -0.19 0.04 -0.19 0.41
H 5.932 -4.232 0.406 -0.15 0.21 -0.12 0.53
H 2.625 -5.064 -0.936 -0.14 0.32 -0.16 0.33
H 3.123 -3.332 -0.997 -0.15 0.09 -0.11 -0.23
H 4.256 -4.657 -1.371 0.04 0.19 0.04 0.34
H 4.823 -6.304 0.485 -0.15 -0.07 -0.14 0.45
H 4.471 -5.888 2.164 0.09 0.11 -0.35 0.34
H 2.242 -6.768 0.250 0.30 0.23 0.20 0.34
H 3.002 -7.706 1.493 -0.18 0.19 0.23 0.44
H 2.254 -6.174 3.236 -0.15 0.14 -0.10 0.38
H 0.857 -6.494 2.187 -0.13 0.04 0.25 0.41
H 0.733 -4.732 -0.029 0.05 -0.23 0.40 0.25
H 0.299 -3.263 0.757 -0.05 -0.23 0.33 -0.07
H -0.448 -4.791 1.294 0.00 0.02 0.10 0.52
H 0.781 -2.902 3.287 -0.03 -0.27 -0.09 0.02
H 1.952 -4.011 4.080 -0.03 0.24 -0.16 0.47
H 0.328 -4.547 3.772 -0.10 0.07 -0.24 0.54
H 3.079 -1.986 2.099 -0.41 -0.34 -1.12 -0.31
C -1.292 2.016 -3.905 1.33 -0.87 1.76 -0.27
O -2.024 2.318 -5.009 -0.14 0.95 -0.84 -0.48
C -2.303 1.168 -5.735 -0.63 0.13 -1.24 -0.78
C -3.570 0.493 -5.264 -0.83 -0.47 -0.40 1.14
C -3.684 -0.871 -5.964 0.77 -0.05 0.55 -1.55
N -4.793 1.318 -5.531 0.90 0.66 -0.21 -0.78
H -1.863 1.426 -3.173 0.09 0.15 0.07 0.09
H -0.896 2.901 -3.414 -0.28 0.28 -0.08 0.26
H -0.405 1.400 -4.162 -0.18 0.13 0.03 0.20
H -2.501 1.525 -6.758 0.10 -0.26 0.03 0.41
H -1.444 0.482 -5.793 -0.03 0.07 0.25 0.32
H -3.525 0.296 -4.187 -0.09 0.23 -0.08 -0.15
H -2.952 -1.567 -5.518 -0.23 0.23 -0.06 0.31
H -3.401 -0.819 -7.020 -0.43 0.10 -0.04 0.35
H -4.664 -1.301 -5.807 -0.25 -0.01 -0.25 0.43
H -4.812 1.542 -6.540 -0.04 -0.45 0.49 0.30
H -4.645 2.262 -5.126 -0.07 -0.83 0.01 0.28
C -1.095 -1.512 -2.615 -0.66 -0.10 -0.87 -0.41
O -0.778 -0.501 -1.712 -0.14 0.15 0.83 -0.14
C 0.604 -0.515 -1.462 0.34 -0.02 -0.72 -0.27
C 1.094 0.598 -0.588 0.94 -0.81 1.81 1.98
C 0.900 1.936 -1.153 -1.70 1.43 -0.92 -1.55
N 2.540 0.391 -0.410 0.59 0.23 0.00 0.08
H -0.918 -1.175 -3.655 0.11 -0.16 0.23 0.06
H -2.163 -1.725 -2.527 0.06 -0.04 0.03 0.11
H -0.529 -2.438 -2.449 -0.02 0.09 0.12 0.32
H 0.889 -1.471 -1.006 0.10 -0.08 -0.14 -0.33
H 1.097 -0.387 -2.444 0.32 -0.28 0.26 0.13
H 0.629 0.576 0.417 -0.39 -0.25 -0.37 -0.51
H -0.186 2.116 -1.242 0.23 -0.03 -0.02 0.21
H 1.290 2.025 -2.168 0.32 0.02 0.11 0.45
H 1.247 2.756 -0.523 0.38 -0.14 0.01 0.02
H 2.821 -0.468 0.065 -0.52 0.09 -0.04 -0.12
H 2.891 1.165 0.155 0.07 -0.29 -0.15 -0.36
C -2.465 -0.596 1.216 1.09 -0.01 -1.01 -0.28
O -2.866 -0.099 2.454 0.08 0.25 0.19 -0.24
C -3.950 0.792 2.343 -0.91 -0.68 -0.05 -0.63
C -4.526 1.047 3.725 -0.24 2.27 -0.94 0.65
C -4.717 -0.181 4.496 -1.02 -1.25 0.88 -1.45
N -5.868 1.693 3.517 0.45 0.57 0.21 -0.69
H -2.257 0.207 0.485 -0.33 -0.11 0.15 0.34
H -3.157 -1.319 0.760 -0.18 0.22 0.23 0.29
H -1.496 -1.097 1.324 -0.20 -0.06 0.26 -0.22
H -3.674 1.743 1.867 0.14 -0.15 -0.10 0.24
H -4.761 0.310 1.755 0.33 0.28 0.02 0.25
H -3.874 1.788 4.214 0.16 -0.43 0.22 0.23
H -3.851 -0.830 4.529 0.18 0.09 0.11 0.28
H -5.547 -0.732 4.033 0.23 -0.09 -0.04 0.35
H -5.076 0.045 5.507 0.27 -0.04 0.01 0.40
H -6.186 2.051 4.424 0.05 -0.31 -0.29 0.27
H -5.749 2.553 2.963 0.01 -0.53 0.14 0.24
C 7.442 -1.878 -2.427 0.03 0.02 0.46 -0.68
O 6.309 -1.361 -3.060 -0.08 -0.29 -0.27 -0.42
C 5.160 -2.186 -2.815 1.56 0.82 1.60 0.34
C 4.156 -1.753 -3.766 -1.40 0.79 0.36 -0.73
N 4.544 -2.102 -5.070 -0.16 -0.19 -1.81 -0.33
C 3.569 -1.624 -6.047 -0.57 0.63 1.48 -0.60
C 4.031 -1.932 -7.394 -0.14 -0.37 -1.22 -0.62
O 5.214 -1.209 -7.624 0.01 0.04 0.01 -0.30
C 5.763 -1.466 -8.882 0.53 -0.17 -0.43 -0.75
H 7.254 -2.039 -1.347 0.07 -0.01 -0.23 0.17
H 8.227 -1.136 -2.526 0.22 -0.05 -0.06 0.31
H 7.744 -2.832 -2.875 0.11 0.05 0.05 0.31
H 4.855 -1.928 -1.792 -0.18 -0.50 0.05 -0.28
H 5.449 -3.235 -2.903 -0.20 -0.12 -0.03 0.33
H 4.044 -0.660 -3.660 -0.16 -0.02 0.20 0.37
H 3.187 -2.195 -3.517 -0.06 -0.10 -0.05 0.27
H 5.434 -1.653 -5.281 -0.12 -0.16 0.04 0.32
H 3.371 -0.532 -5.932 0.19 -0.34 -0.12 0.33
H 2.593 -2.103 -5.884 0.24 -0.12 0.10 0.34
H 3.269 -1.640 -8.135 0.10 -0.10 0.00 0.46
H 4.177 -3.025 -7.451 0.23 0.21 -0.24 0.32
H 5.007 -1.461 -9.681 0.02 0.02 0.15 0.30
H 6.292 -2.434 -8.904 -0.20 0.13 -0.01 0.30
H 6.493 -0.683 -9.095 -0.05 -0.03 0.02 0.23
C -5.669 -1.935 -1.621 0.77 -0.02 0.11 -0.52
O -6.656 -0.949 -1.618 0.60 0.33 -0.27 -0.23
C -7.942 -1.467 -1.560 -0.68 -0.01 0.65 -0.48
C -8.918 -0.311 -1.525 -0.52 0.14 0.25 -0.36
N -10.245 -0.789 -1.043 0.75 0.54 0.11 -0.35
C -11.265 0.280 -0.938 0.70 -1.15 -0.27 -0.86
C -11.073 1.288 0.157 -2.23 -0.15 0.30 -0.43
O -10.097 2.198 -0.153 1.01 0.30 -0.18 -0.26
C -9.873 3.092 0.897 -0.09 0.23 0.41 -0.75
H -5.694 -2.575 -2.516 -0.15 0.09 0.06 0.33
H -5.703 -2.582 -0.728 -0.20 0.11 -0.12 0.38
H -4.709 -1.406 -1.601 -0.11 -0.15 -0.06 -0.06
H -8.043 -2.007 -0.601 -0.13 -0.30 -0.28 0.26
H -8.149 -2.129 -2.403 -0.02 -0.23 0.01 0.27
H -9.027 0.123 -2.525 -0.10 -0.05 0.12 0.20
H -8.481 0.466 -0.880 -0.12 -0.12 -0.14 0.23
H -10.078 -1.171 -0.106 -0.24 0.07 -0.34 0.28
H -12.215 -0.232 -0.768 -0.08 0.18 -0.10 0.37
H -11.291 0.783 -1.908 -0.18 0.05 0.07 0.34
H -10.965 0.796 1.143 0.51 0.03 -0.20 0.36
H -12.053 1.821 0.249 0.33 -0.09 0.04 0.42
H -10.806 3.612 1.172 0.18 0.01 -0.08 0.32
H -9.133 3.807 0.558 0.07 0.15 0.04 0.24
H -9.503 2.573 1.793 0.01 0.05 -0.12 0.31
C 5.212 2.339 0.083 0.39 0.66 -1.37 -0.90
O 5.005 1.856 1.357 0.11 -0.71 0.89 -0.04
C 5.810 0.702 1.557 -0.31 -0.11 -0.43 -0.05
C 5.462 0.087 2.861 -0.29 0.80 0.83 -1.26
N 4.083 -0.368 2.907 -0.38 -0.53 0.35 0.86
C 3.790 -0.955 4.227 0.36 -0.25 -0.27 -1.08
C 2.318 -0.958 4.518 0.16 0.23 0.01 0.50
O 1.868 0.377 4.639 1.29 0.09 0.02 -0.27
C 0.507 0.393 4.808 -1.68 -0.36 -0.55 -0.81
H 6.215 2.777 -0.048 -0.13 0.05 0.19 0.24
H 4.465 3.100 -0.139 -0.02 0.09 0.06 0.27
H 5.129 1.549 -0.669 -0.17 -0.07 -0.06 0.31
H 6.878 0.967 1.554 -0.12 -0.04 -0.25 0.41
H 5.566 -0.032 0.768 0.36 0.21 -0.06 -0.05
H 5.610 0.867 3.641 0.20 -0.38 -0.10 0.34
H 6.147 -0.737 3.057 -0.07 -0.14 0.07 0.49
H 3.438 0.404 2.739 0.33 0.03 0.09 -0.54
H 4.346 -0.437 5.024 -0.18 -0.02 -0.03 0.50
H 4.129 -2.005 4.209 0.01 0.24 0.13 0.38
H 2.129 -1.489 5.464 -0.07 -0.10 -0.19 0.56
H 1.784 -1.455 3.695 0.06 0.19 0.30 -0.68
H 0.128 1.399 4.938 0.23 0.22 0.34 0.15
H 0.185 -0.263 5.628 0.00 0.21 0.14 0.43
H 0.011 0.023 3.897 -0.10 -0.10 0.04 0.27